DFT (wB97M-V/def2-TZVPD) results for a structure of composition C18H28S4Sc.

The geometry in XYZ format:
```
51
Properties=species:S:1:pos:R:3:forces:R:3
Sc -0.10095 0.95613 0.82721 -0.186 0.437 -0.047
C -1.94715 3.45393 -0.57769 -0.051 -0.050 0.013
C -1.06804 4.40891 0.21933 0.048 -0.077 0.018
S 0.39223 3.66739 1.02321 -0.005 0.035 -0.049
C 1.70754 3.92597 -0.20816 -0.042 -0.027 0.019
C 1.54362 3.20661 -1.53912 0.004 -0.070 -0.009
S 1.56498 1.40139 -1.28693 -0.003 0.034 0.070
C 0.62903 0.80955 -2.73213 0.030 -0.003 0.052
C -0.02407 -0.53740 -2.45425 -0.018 0.012 0.035
S -1.28319 -0.53920 -1.14772 0.092 0.013 0.063
C -2.58635 0.51832 -1.85677 0.064 -0.051 0.015
C -3.47237 1.11459 -0.77169 0.004 0.022 0.055
S -2.64719 2.14688 0.47999 0.032 -0.046 -0.051
H -1.38566 2.99036 -1.38835 0.039 0.025 -0.004
H -2.78146 4.00902 -1.00958 0.008 0.006 -0.023
H -1.63891 4.87497 1.02190 -0.009 -0.007 0.011
H -0.71015 5.20977 -0.42831 -0.008 0.021 0.007
H 2.61509 3.59758 0.30155 0.010 0.017 0.002
H 1.79840 4.99992 -0.36965 0.006 0.008 -0.006
H 2.37136 3.47880 -2.19370 -0.001 0.010 -0.008
H 0.61579 3.49112 -2.03561 -0.006 0.021 0.001
H 1.31665 0.70929 -3.57126 0.001 -0.004 -0.010
H -0.10802 1.56927 -2.99403 -0.011 -0.001 -0.021
H 0.70567 -1.27038 -2.10517 -0.004 -0.016 -0.017
H -0.47384 -0.92771 -3.36715 0.000 0.002 -0.007
H -3.20644 -0.09951 -2.50646 -0.007 0.006 -0.014
H -2.13635 1.29422 -2.47387 -0.019 0.026 0.010
H -3.96032 0.33046 -0.19109 0.001 -0.008 -0.008
H -4.25836 1.71574 -1.22877 -0.019 -0.011 -0.005
C 1.25688 -1.97754 3.64506 -0.024 0.018 0.000
C 0.59624 -1.65368 2.29609 -0.018 0.077 0.060
C -0.93428 -1.62085 2.49370 0.052 -0.035 0.005
C 1.01168 -0.27868 1.79416 0.046 -0.369 -0.087
C 0.93850 -2.77587 1.29946 0.004 0.090 -0.024
C 1.71351 -2.55060 0.16307 0.012 -0.050 0.044
C 2.00609 -3.57603 -0.72964 -0.011 -0.023 0.018
C 1.52146 -4.85594 -0.50721 0.030 0.029 -0.036
C 0.76480 -5.10133 0.62907 -0.029 0.010 0.058
C 0.48591 -4.07609 1.52202 -0.019 -0.070 -0.051
H 1.04521 -1.18366 4.36352 -0.003 -0.005 0.002
H 2.33835 -2.05461 3.52581 0.003 0.004 0.011
H 0.89089 -2.92169 4.05605 0.023 0.012 0.001
H -1.19539 -0.84890 3.22163 0.005 -0.011 0.016
H -1.33427 -2.56916 2.85533 -0.040 0.015 -0.028
H -1.44428 -1.41453 1.54138 -0.022 -0.010 0.028
H 2.07712 -0.04917 1.95635 0.040 -0.067 -0.108
H 2.11313 -1.55929 -0.00447 0.002 0.042 -0.003
H 2.63238 -3.37708 -1.59219 -0.006 -0.003 0.005
H 1.74548 -5.65723 -1.19937 -0.001 0.007 0.005
H 0.39378 -6.09906 0.82697 0.001 0.008 0.001
H -0.09470 -4.30501 2.40748 0.005 0.008 -0.007
```
Positions in Å, forces in eV/Å.

Summary:
E_HOMO = -9.1 eV
Electronic energy = -83155.3719 eV
Net charge = +1
Orbital gap = 6.3 eV

***

DFT (wB97M-V/def2-TZVPD) results for a cluster of 2 separate species, C2H8NO2 in total.

The geometry in XYZ format:
```
13
Properties=species:S:1:pos:R:3:forces:R:3
C -1.26520 -0.39002 1.65456 -3.456 1.131 -3.944
C 0.61309 -0.48368 -0.47285 0.060 1.615 1.179
N 1.01995 1.07943 -0.91468 -1.369 0.254 2.546
O 0.07880 -0.97795 -1.51283 -2.708 -1.124 -2.569
O 1.56477 -1.16470 0.10073 1.186 0.120 0.380
H -1.76095 0.65946 1.50665 1.411 -1.995 0.657
H -1.92061 -1.17861 1.12142 1.451 1.201 0.997
H -0.72861 -0.67732 2.49006 1.150 -0.242 1.454
H 1.19128 1.17635 -1.90025 -0.492 0.178 -0.720
H 1.82012 1.46425 -0.44748 0.900 -0.102 0.561
H 0.21889 1.65223 -0.49976 1.039 -0.841 -1.451
H 0.51445 -1.34694 -2.30893 0.428 0.157 0.635
H 1.66416 -1.97705 -0.41629 0.401 -0.353 0.273
```
Positions in Å, forces in eV/Å.

Summary:
E_HOMO (alpha / beta) = -12.9 / -13.6 eV
Electronic energy = -7777.2430 eV
Net charge = +1
Orbital gap (alpha / beta) = 8.0 / 9.8 eV

***

DFT (wB97M-V/def2-TZVPD) results for a structure of composition C4H8N3O2.

The geometry in XYZ format:
```
17
Properties=species:S:1:pos:R:3:forces:R:3
C 0.79934 -0.62570 1.13609 -2.562 1.617 -1.122
C 0.37364 -0.57114 -1.25942 0.361 -0.738 -0.109
C 0.20153 -1.42684 0.03311 0.979 0.444 0.119
C -0.81543 0.59295 0.44001 3.556 -1.993 0.466
N -1.81959 -0.31024 0.63582 -0.868 0.389 0.065
N -0.32859 0.65762 -0.91674 -1.240 0.203 -0.164
N 0.23257 1.93004 -0.51974 1.307 0.301 -0.286
O -1.20172 -1.56141 0.29693 -0.719 -0.170 -0.032
O -0.61953 1.99008 0.58834 -0.915 0.498 0.650
H 0.57495 -0.90906 2.14893 0.027 -0.120 0.206
H 1.74702 -0.14348 0.97130 0.309 -0.018 -0.034
H 1.42179 -0.41689 -1.51803 0.016 0.018 0.008
H -0.15266 -1.01806 -2.10481 0.148 0.086 0.052
H 0.53857 -2.45411 -0.10442 -0.058 0.040 -0.037
H -2.25666 -0.37500 1.55381 0.380 0.010 -0.034
H 1.22986 1.93204 -0.19544 -0.510 -0.171 0.003
H 0.07491 2.70920 -1.18576 -0.213 -0.396 0.250
```
Positions in Å, forces in eV/Å.

Summary:
E_HOMO = -12.8 eV
Electronic energy = -12827.9499 eV
Net charge = +1
Orbital gap = 8.9 eV